1.
{"formula": "C6H14N2", "method": "ωB97M-V/def2-TZVPD", "symbols": ["C", "N", "C", "N", "H", "H", "H", "H", "H", "H", "C", "C", "C", "C", "H", "H", "H", "H", "H", "H", "H", "H"], "coordinates": [[0.640, -1.867, 1.197], [0.593, -2.119, -0.237], [-0.486, -2.576, -0.778], [-1.604, -3.046, -0.016], [-0.250, -1.340, 1.572], [1.437, -1.159, 1.387], [0.803, -2.795, 1.818], [-0.619, -2.726, -1.862], [-2.069, -3.778, -0.501], [-1.319, -3.243, 0.948], [-1.286, 2.144, -0.502], [0.053, 1.960, -0.277], [0.959, 1.524, -1.361], [0.669, 2.430, 0.985], [-1.911, 2.956, -0.045], [-1.804, 1.731, -1.386], [1.766, 2.251, -1.482], [0.503, 1.361, -2.409], [1.456, 0.619, -1.078], [-0.097, 2.854, 1.692], [1.436, 3.228, 0.754], [1.132, 1.591, 1.581]], "nbo_charge": [-0.468, -0.491, 0.281, -0.842, 0.191, 0.208, 0.189, 0.173, 0.379, 0.382, -0.428, 0.020, -0.648, -0.647, 0.197, 0.188, 0.216, 0.218, 0.228, 0.221, 0.213, 0.219], "homo_ha": -0.3185, "homo_lumo_gap_ev": 9.61, "charge": 0, "smiles": "C/N=C\\N.C=C(C)C", "e_above_lowest_kcal_mol": 45.6}

---

2.
{"formula": "C4H7N2O", "method": "ωB97M-V/def2-TZVPD", "symbols": ["C", "N", "N", "C", "C", "O", "C", "H", "H", "H", "H", "H", "H", "H"], "coordinates": [[-1.612, 0.073, 0.228], [-0.550, -0.949, -0.034], [0.824, -0.516, 0.001], [1.158, 0.873, 0.046], [2.499, 0.922, 0.032], [2.949, -0.366, -0.072], [2.008, -1.207, 0.014], [-1.441, 0.860, -0.531], [-2.649, -0.222, 0.304], [-1.557, 0.444, 1.275], [-0.686, -1.910, 0.237], [0.400, 1.612, 0.008], [3.303, 1.629, 0.036], [2.093, -2.318, -0.232]], "nbo_charge": [-0.449, -0.416, -0.129, -0.084, 0.113, -0.327, 0.385, 0.214, 0.272, 0.210, 0.411, 0.270, 0.266, 0.265], "homo_ha": -0.5115, "homo_lumo_gap_ev": 9.94, "charge": 1, "smiles": "CN[n+]1ccoc1", "e_above_lowest_kcal_mol": 73.5}

---

3.
{"formula": "C14H21Cl2CrN5OS2", "method": "ωB97M-V/def2-TZVPD", "symbols": ["Cr", "N", "C", "S", "N", "N", "C", "C", "C", "C", "C", "C", "C", "O", "H", "H", "H", "H", "H", "H", "H", "C", "C", "N", "C", "S", "N", "C", "C", "H", "H", "H", "H", "H", "H", "H", "H", "H", "H", "H", "H", "Cl", "C", "Cl", "H", "H"], "coordinates": [[-0.172, -0.642, -0.359], [0.410, -2.858, 3.298], [0.409, -2.071, 2.203], [-0.900, -2.350, 1.064], [1.367, -1.195, 2.103], [1.287, -0.426, 0.942], [2.263, 0.396, 0.758], [2.435, 1.307, -0.351], [3.629, 2.044, -0.383], [3.884, 2.949, -1.389], [2.922, 3.135, -2.382], [1.736, 2.431, -2.372], [1.471, 1.502, -1.361], [0.307, 0.857, -1.373], [-0.277, -3.580, 3.407], [1.171, -2.787, 3.950], [3.029, 0.382, 1.531], [4.355, 1.887, 0.404], [4.807, 3.509, -1.406], [3.104, 3.849, -3.174], [0.986, 2.582, -3.136], [1.716, -4.182, -6.004], [0.590, -4.060, -4.996], [1.032, -3.421, -3.753], [0.694, -2.285, -3.161], [1.313, -2.046, -1.565], [-0.018, -1.311, -3.720], [-0.453, -1.110, -5.105], [-1.903, -1.493, -5.339], [1.374, -4.732, -6.879], [2.565, -4.720, -5.583], [2.066, -3.202, -6.326], [0.205, -5.043, -4.715], [-0.253, -3.510, -5.406], [1.660, -3.979, -3.191], [-0.140, -0.513, -3.106], [0.231, -1.634, -5.771], [-0.304, -0.049, -5.307], [-2.101, -2.526, -5.053], [-2.157, -1.373, -6.390], [-2.569, -0.856, -4.758], [-2.385, -0.700, -1.573], [-3.040, 0.518, -0.401], [-1.818, 0.982, 0.797], [-3.870, 0.043, 0.111], [-3.321, 1.395, -0.972]], "lowdin_spin": [2.968, 0.002, 0.004, -0.007, -0.012, -0.038, 0.035, 0.005, 0.008, 0.003, 0.008, 0.002, 0.010, 0.040, -0.001, 0.000, 0.000, 0.000, 0.000, 0.000, 0.000, 0.000, -0.001, -0.001, -0.003, -0.038, 0.001, 0.000, 0.000, 0.000, 0.000, 0.000, 0.000, 0.000, -0.001, 0.001, 0.000, 0.000, 0.000, 0.000, 0.000, 0.007, 0.006, -0.002, 0.000, 0.000], "homo_ha": [-0.3863, -0.3890], "homo_lumo_gap_ev": [6.91, 7.26], "charge": 1, "multiplicity": 4}

---

4.
{"formula": "C29H36FeGe2IN3O3S", "method": "ωB97M-V/def2-TZVPD", "symbols": ["Fe", "O", "N", "C", "C", "C", "C", "C", "S", "H", "H", "H", "H", "N", "C", "C", "N", "H", "H", "H", "H", "H", "H", "H", "H", "H", "C", "Ge", "C", "C", "Ge", "C", "C", "C", "C", "C", "C", "C", "C", "C", "C", "C", "C", "H", "H", "H", "H", "H", "H", "H", "H", "H", "H", "H", "H", "H", "H", "H", "H", "H", "H", "H", "I", "C", "C", "C", "C", "C", "C", "C", "O", "O", "H", "H", "H", "H"], "coordinates": [[-0.291, 1.605, -0.032], [0.906, 1.658, -1.487], [1.855, 2.608, -1.299], [3.088, 2.323, -1.769], [4.086, 3.250, -1.705], [3.799, 4.498, -1.138], [2.546, 4.753, -0.648], [1.529, 3.781, -0.702], [-0.038, 3.996, -0.053], [3.194, 1.327, -2.169], [5.068, 3.003, -2.079], [4.569, 5.256, -1.074], [2.300, 5.698, -0.186], [-2.667, 0.084, -4.275], [-3.115, 0.580, -2.931], [-2.088, 1.576, -2.411], [-2.106, 1.659, -0.948], [-3.317, -0.599, -4.664], [-1.745, -0.388, -4.190], [-2.565, 0.846, -4.946], [-3.148, -0.301, -2.291], [-4.118, 0.991, -3.034], [-2.235, 2.572, -2.828], [-1.095, 1.243, -2.714], [-2.563, 0.859, -0.519], [-2.576, 2.498, -0.623], [-1.469, -3.963, 1.112], [-1.805, -2.029, 1.123], [-3.631, -1.696, 0.431], [-1.849, -1.451, 2.993], [-0.199, -0.814, -0.274], [1.604, -1.442, 0.169], [2.606, -1.601, -0.787], [3.891, -1.980, -0.423], [4.199, -2.204, 0.911], [3.215, -2.050, 1.877], [1.932, -1.673, 1.505], [-0.499, -1.451, -2.159], [0.306, -1.001, -3.217], [0.188, -1.524, -4.503], [-0.761, -2.505, -4.776], [-1.585, -2.953, -3.750], [-1.445, -2.435, -2.464], [-2.212, -4.465, 1.734], [-0.481, -4.163, 1.529], [-1.504, -4.399, 0.115], [-4.356, -2.234, 1.043], [-3.759, -2.035, -0.600], [-3.889, -0.635, 0.497], [-2.443, -2.167, 3.564], [-2.309, -0.468, 3.074], [-0.858, -1.399, 3.443], [2.388, -1.444, -1.838], [4.653, -2.107, -1.182], [5.200, -2.502, 1.196], [3.444, -2.226, 2.920], [1.180, -1.552, 2.277], [1.048, -0.234, -3.027], [0.851, -1.179, -5.288], [-0.839, -2.931, -5.768], [-2.317, -3.728, -3.942], [-2.083, -2.828, -1.682], [0.813, 1.346, 8.522], [0.545, 1.398, 6.457], [1.639, 1.219, 5.620], [1.458, 1.255, 4.248], [0.188, 1.463, 3.721], [-0.902, 1.641, 4.566], [-0.726, 1.613, 5.938], [0.006, 1.477, 2.261], [0.991, 1.491, 1.469], [-1.160, 1.460, 1.725], [2.623, 1.054, 6.037], [2.295, 1.116, 3.576], [-1.884, 1.806, 4.142], [-1.568, 1.757, 6.600]], "lowdin_spin": [1.178, 0.018, 0.000, -0.001, 0.001, 0.000, 0.001, 0.002, 0.017, 0.000, 0.000, 0.000, 0.000, 0.000, 0.000, 0.000, -0.017, 0.000, 0.000, 0.000, 0.000, 0.000, 0.000, -0.001, -0.002, 0.000, -0.008, -0.016, 0.000, 0.000, -0.088, -0.012, -0.005, 0.001, -0.006, 0.001, -0.006, -0.018, -0.004, 0.000, -0.003, 0.000, -0.006, -0.001, 0.000, 0.000, 0.000, 0.000, 0.000, 0.000, 0.000, 0.000, 0.000, 0.000, 0.000, 0.000, 0.000, 0.000, 0.000, 0.000, 0.000, -0.001, 0.000, 0.001, 0.000, 0.001, -0.001, 0.001, 0.000, 0.003, -0.018, -0.007, 0.000, 0.000, 0.000, 0.000], "homo_ha": [-0.3630, -0.3569], "homo_lumo_gap_ev": [6.94, 6.77], "charge": 1, "multiplicity": 2, "e_above_lowest_kcal_mol": 0.0}

---

5.
{"formula": "C4H6O2", "method": "ωB97M-V/def2-TZVPD", "symbols": ["O", "C", "C", "C", "O", "C", "H", "H", "H", "H", "H", "H"], "coordinates": [[1.559, -0.736, -1.012], [0.288, -0.752, -0.448], [0.171, -0.313, 1.043], [-0.850, 0.694, 0.610], [-0.017, 1.561, -0.509], [-0.691, 0.391, -0.819], [1.799, 0.198, -1.110], [-0.163, -1.729, -0.621], [-0.169, -1.100, 1.726], [1.031, 0.195, 1.479], [-1.557, 1.130, 1.339], [-1.444, 0.447, -1.601]], "nbo_charge": [-0.698, 0.098, -0.471, 0.049, -0.525, 0.025, 0.478, 0.180, 0.220, 0.225, 0.225, 0.194], "homo_ha": -0.3636, "homo_lumo_gap_ev": 10.94, "charge": 0, "smiles": "O[C@H]1C[C@H]2O[C@@H]12", "e_above_lowest_kcal_mol": 71.5}

---

6.
{"formula": "C25H41Cl3FeO2P2", "method": "ωB97M-V/def2-TZVPD", "symbols": ["Fe", "C", "C", "C", "C", "C", "C", "H", "H", "H", "C", "H", "H", "H", "C", "H", "H", "H", "C", "H", "H", "H", "C", "H", "H", "H", "C", "C", "C", "C", "C", "C", "C", "C", "H", "H", "H", "H", "H", "H", "H", "H", "H", "H", "H", "H", "P", "C", "C", "P", "C", "C", "C", "H", "H", "H", "H", "H", "H", "H", "H", "H", "H", "H", "H", "H", "H", "Cl", "C", "Cl", "Cl", "C", "O", "O"], "coordinates": [[-0.506, -0.372, 1.809], [-1.857, -0.902, 3.434], [-1.475, -2.002, 2.573], [0.372, -1.379, 3.828], [-0.725, -0.531, 4.194], [-0.056, -2.243, 2.797], [-3.254, -0.435, 3.687], [-3.873, -0.529, 2.792], [-3.255, 0.608, 4.007], [-3.709, -1.030, 4.491], [-0.774, 0.504, 5.250], [-1.698, 1.073, 5.179], [0.073, 1.181, 5.121], [-0.792, 0.072, 6.254], [1.717, -1.464, 4.437], [1.720, -2.057, 5.358], [2.095, -0.457, 4.618], [2.409, -1.969, 3.769], [0.725, -3.405, 2.280], [0.616, -4.263, 2.955], [1.785, -3.156, 2.224], [0.383, -3.704, 1.292], [-2.403, -2.879, 1.795], [-2.690, -3.766, 2.386], [-1.915, -3.217, 0.868], [-3.315, -2.321, 1.540], [-0.784, 1.672, 1.077], [-1.962, 0.909, 1.068], [-2.442, 0.148, -0.147], [-1.320, -0.605, -0.921], [-0.192, -1.129, -0.049], [0.966, -0.367, 0.276], [1.236, 0.989, -0.322], [0.055, 1.977, -0.135], [-2.959, 0.831, -0.842], [-0.922, 0.033, -1.723], [-3.191, -0.589, 0.183], [-0.570, 2.003, -1.040], [-0.607, 2.377, 1.895], [-2.735, 1.179, 1.796], [0.476, 2.988, -0.024], [2.112, 1.431, 0.174], [1.880, -0.882, 0.603], [1.479, 0.920, -1.398], [-1.777, -1.475, -1.418], [-0.093, -2.224, -0.053], [-0.473, 1.148, -4.516], [-0.550, 2.999, -4.537], [-1.852, 0.852, -5.717], [1.811, -0.636, -5.291], [0.947, 0.968, -5.712], [1.302, -1.599, -6.788], [3.488, -0.154, -5.910], [0.317, 3.388, -3.990], [-1.463, 3.316, -4.019], [-0.552, 3.398, -5.560], [-1.760, 1.488, -6.607], [-2.791, 1.081, -5.197], [-1.855, -0.203, -6.015], [3.456, 0.236, -6.936], [4.127, -1.044, -5.875], [3.895, 0.611, -5.238], [1.661, 1.793, -5.554], [0.593, 0.979, -6.759], [1.898, -2.520, -6.799], [1.474, -1.038, -7.715], [0.241, -1.864, -6.698], [2.055, 3.696, 5.984], [2.737, 2.186, 5.366], [4.475, 1.868, 5.286], [2.104, 0.937, 6.546], [2.235, 2.169, 3.740], [2.820, 3.093, 3.188], [1.413, 1.308, 3.385]], "lowdin_spin": [3.271, 0.055, 0.034, 0.076, 0.107, 0.068, 0.007, 0.000, 0.000, 0.002, 0.018, 0.000, 0.003, 0.006, 0.013, 0.005, 0.002, 0.001, 0.009, 0.004, 0.000, 0.001, 0.013, 0.004, 0.001, 0.000, 0.086, 0.027, 0.018, 0.010, 0.017, 0.063, 0.026, 0.020, 0.004, 0.001, 0.000, 0.002, 0.008, 0.005, 0.002, 0.001, 0.003, 0.006, 0.001, 0.006, 0.000, 0.000, 0.000, 0.000, 0.000, 0.000, 0.000, 0.000, 0.000, 0.000, 0.000, 0.000, 0.000, 0.000, 0.000, 0.000, 0.000, 0.000, 0.000, 0.000, 0.000, 0.061, 0.191, 0.060, 0.060, 0.088, 0.381, 0.153], "homo_ha": [-0.3622, -0.3896], "homo_lumo_gap_ev": [7.36, 3.31], "charge": 1, "multiplicity": 6, "e_above_lowest_kcal_mol": 0.0}